300
Properties=species:S:1:pos:R:3:lowdin_charge:R:1 method="wB97M-V/def2-TZVPD" charge=+1 spin_multiplicity=1 gap_ev=3.51 e_homo_ev=-9.28 e_tot_ha=-12794.5370
S 6.376 -7.028 -6.651 0.718
S 2.299 4.381 -4.109 0.522
S -1.297 -9.393 1.038 0.719
S -3.773 0.520 0.553 0.713
S -1.131 -6.997 0.068 0.511
S 5.806 -5.839 -4.493 0.478
S 6.139 -1.580 -0.817 0.712
S 5.473 -2.554 1.436 0.489
S 2.530 6.706 -3.105 0.703
S -3.473 1.839 2.631 0.457
P 4.273 2.416 0.466 1.028
P -6.778 1.689 7.228 1.087
F -0.636 -4.604 -0.855 0.112
F -1.517 -8.018 3.345 0.095
F 0.851 8.830 -3.180 0.114
F 1.079 -5.818 -0.912 0.116
F 7.942 0.431 -0.310 0.087
F 8.726 -1.687 0.065 0.120
F -0.008 2.824 -3.788 0.087
F 0.314 -5.016 1.126 0.076
F 8.423 -0.927 -1.915 0.158
F -4.815 4.047 3.475 0.113
F 6.163 -1.271 3.752 0.122
F 5.333 -6.198 -9.018 0.107
F 4.404 -3.654 -4.052 0.171
F 0.066 -9.695 3.400 0.135
F 3.171 -5.343 -3.950 0.115
F -6.354 0.833 -0.215 0.114
F -2.039 -10.011 3.552 0.133
F -3.017 3.564 4.631 0.123
F 0.236 3.650 -5.765 0.092
F 7.194 -7.376 -9.126 0.163
F 7.222 -5.233 -8.450 0.112
F 4.058 -1.214 3.435 0.083
F 2.126 8.687 -4.890 0.170
F -2.852 4.538 2.697 0.117
F 1.503 1.918 -5.143 0.083
F 2.978 9.276 -2.900 0.135
F -4.881 1.197 -1.774 0.078
F -5.401 -0.939 -0.927 0.174
F 4.648 -4.919 -2.368 0.157
F 4.917 -3.087 4.033 0.132
O -2.072 -6.486 1.031 -0.353
O 5.763 -8.358 -6.608 -0.305
O 7.014 -5.060 -4.311 -0.310
O 6.258 -2.971 -1.311 -0.274
O -0.746 -10.660 0.628 -0.297
O -2.512 0.598 -0.202 -0.298
O -1.628 -7.353 -1.278 -0.322
O -2.074 1.416 2.501 -0.316
O 3.350 4.286 -5.137 -0.326
O 7.773 -7.019 -6.185 -0.307
O -3.881 -0.637 1.398 -0.303
O -2.767 -9.314 0.739 -0.343
O 2.654 3.861 -2.786 -0.351
O 1.925 6.576 -1.781 -0.336
O 5.497 -0.660 -1.765 -0.348
O 3.976 6.538 -3.235 -0.294
O 4.391 -3.387 1.034 -0.282
O 6.699 -3.376 1.615 -0.313
O 5.840 -7.138 -3.822 -0.289
O -4.211 1.060 3.612 -0.341
O 5.405 -2.019 -7.533 0.112
N 1.294 -5.079 -7.387 -0.200
N -4.722 -4.138 3.972 -0.202
N 5.307 -5.847 -5.893 -0.314
N 6.155 -0.886 -7.112 0.150
N -3.527 5.769 -1.585 -0.205
N 1.561 5.691 -4.102 -0.300
N -0.233 -8.055 0.687 -0.289
N 5.518 -1.249 0.736 -0.305
N -4.146 2.066 1.348 -0.279
C 2.962 -4.478 -9.292 -0.148
C 0.488 -1.901 -5.168 -0.071
C 4.698 -0.600 -5.189 -0.004
C 0.350 -3.270 -5.905 -0.209
C -7.771 6.307 7.730 -0.091
C 6.571 3.052 1.981 -0.223
C 1.604 -3.791 -6.605 -0.110
C 7.497 2.770 3.152 -0.259
C 7.942 -0.872 -0.713 -0.606
C -6.494 4.347 0.542 -0.113
C -5.683 -4.772 2.949 -0.120
C 1.769 1.324 -0.759 -0.178
C -3.543 3.644 3.407 -0.628
C -5.433 -2.798 4.333 0.007
C -6.215 4.429 7.025 -0.269
C -7.250 3.370 6.598 -0.226
C 2.098 8.522 -3.591 -0.633
C 7.570 -2.300 -5.640 0.027
C -9.618 -0.378 3.775 -0.100
C 1.844 5.337 2.274 -0.223
C -3.360 -3.873 3.206 -0.068
C 1.760 -4.206 -10.180 -0.193
C -7.353 0.101 4.969 -0.276
C -3.973 1.837 7.815 -0.227
C 7.559 -1.187 -6.741 -0.395
C 0.996 -0.009 -1.137 -0.239
C 5.154 -1.996 3.290 -0.622
C -5.030 1.055 7.002 -0.236
C -4.317 5.589 -0.285 -0.082
C 5.359 2.050 1.925 -0.207
C -5.209 0.346 -0.720 -0.584
C 0.527 5.276 3.128 -0.091
C -4.125 -6.489 4.766 -0.136
C -5.706 4.920 -0.620 -0.214
C 4.223 0.746 -7.317 0.009
C -2.520 1.295 7.642 -0.215
C 8.210 -1.591 -8.110 0.009
C 6.757 3.883 -2.384 -0.249
C 8.149 3.525 -1.744 -0.063
C 0.430 -3.904 -9.479 -0.160
C 1.088 -6.265 -6.375 0.052
C 7.479 0.781 -5.115 -0.211
C -2.365 6.817 -1.316 -0.076
C 5.148 2.487 -1.093 -0.232
C -1.836 3.857 -1.229 -0.172
C 0.930 3.098 -4.735 -0.544
C -7.736 0.313 6.343 -0.273
C 5.706 3.924 -1.367 -0.272
C 4.383 -4.855 -3.661 -0.727
C -6.584 5.886 6.784 -0.237
C -0.777 4.851 -0.907 -0.166
C -5.284 -6.179 2.525 -0.164
C -2.805 4.517 -2.164 -0.086
C -9.139 -0.399 10.769 -0.095
C -8.211 -0.871 4.140 -0.237
C -1.135 -9.253 2.978 -0.639
C 2.358 3.906 1.881 -0.245
C 0.714 -0.917 0.022 -0.114
C 8.308 0.054 -6.115 -0.126
C -1.327 6.210 -0.391 -0.141
C -1.341 2.110 8.289 -0.088
C -8.810 1.659 9.331 -0.239
C 3.013 1.192 0.197 -0.254
C 0.007 -5.516 -0.140 -0.597
C 3.291 3.937 0.710 -0.259
C -5.030 -7.063 3.683 -0.195
C -4.423 6.363 -2.711 0.012
C 6.549 -6.404 -8.500 -0.617
C 2.577 -5.456 -8.176 -0.109
C -2.481 -2.798 3.843 -0.238
C 5.325 0.183 -6.369 -0.364
C 6.250 1.323 -5.769 -0.098
C -1.244 -2.469 3.049 -0.076
C 0.137 -5.009 -8.453 -0.077
C 8.149 1.427 2.988 -0.103
C -7.252 1.642 8.958 -0.258
C -4.616 -5.077 5.198 -0.059
C -9.144 1.166 10.720 -0.245
H -4.359 -6.060 1.961 0.100
H 0.192 -1.759 -0.431 0.072
H -1.399 -2.546 1.973 0.079
H 7.135 -3.268 -5.888 0.070
H -8.812 0.489 6.349 0.092
H -0.458 -3.787 -10.101 0.125
H -3.078 -6.587 4.480 0.102
H 7.268 0.112 -4.280 0.101
H -6.748 0.783 9.401 0.094
H 7.010 2.965 0.988 0.085
H 0.558 -2.956 -8.956 0.102
H 3.604 1.371 -6.674 0.081
H -9.089 2.713 9.347 0.096
H -2.819 -4.815 3.112 0.119
H 5.355 -0.843 -4.354 0.063
H -6.814 2.470 9.515 0.097
H 0.278 -6.107 -5.663 0.102
H -9.615 -0.860 9.904 0.072
H -7.549 -0.496 7.049 0.103
H -1.364 2.980 -1.673 0.120
H 2.494 1.112 1.153 0.095
H 2.950 3.597 2.742 0.100
H -4.908 -2.394 5.198 0.093
H 1.972 -3.392 -10.873 0.115
H 4.634 1.354 -8.122 0.094
H 0.726 4.997 4.162 0.072
H -0.230 4.702 2.593 0.047
H 8.913 1.434 2.210 0.077
H -5.264 -2.048 3.561 0.099
H -1.590 6.270 0.665 0.107
H 1.664 -0.599 -1.764 0.101
H 8.603 -2.604 -5.473 0.118
H -7.445 1.071 4.478 0.122
H 1.012 1.914 -0.243 0.090
H -5.449 3.993 -1.133 0.098
H 0.048 0.142 -1.653 0.097
H -8.618 6.091 7.080 0.066
H -5.824 -4.171 2.051 0.137
H 0.098 -0.523 0.831 0.067
H 2.353 -6.487 -8.450 0.136
H -5.022 5.693 -3.327 0.109
H 1.959 -6.265 -5.718 0.088
H 3.571 -0.042 -7.695 0.078
H -8.251 -1.899 4.499 0.093
H 8.076 1.599 -4.711 0.128
H 8.188 2.513 -1.342 0.044
H -8.233 3.616 6.999 0.089
H 3.356 -5.594 -7.426 0.093
H -1.880 6.972 -2.280 0.131
H -8.190 -0.907 10.940 0.064
H -5.947 -7.484 4.096 0.121
H -0.858 -1.486 3.320 0.082
H -0.483 1.683 7.770 0.069
H 2.680 5.889 2.703 0.105
H 1.467 3.281 1.823 0.105
H 7.501 0.574 2.787 0.057
H -7.748 7.373 7.958 0.071
H -5.308 4.204 6.464 0.085
H 3.306 -3.506 -8.938 0.104
H -0.084 4.428 -0.180 0.111
H 8.191 3.607 3.231 0.114
H 4.102 0.071 -4.571 0.105
H -0.829 -4.822 -7.986 0.124
H -0.041 -3.920 -5.123 0.115
H -3.648 6.688 -3.406 0.091
H 8.152 -0.822 -8.880 0.088
H -8.476 1.599 11.464 0.113
H 1.631 -1.288 0.481 0.077
H -2.331 3.549 -0.308 0.099
H 8.967 3.590 -2.461 0.067
H 1.170 -2.181 -4.365 0.073
H -5.881 4.367 8.060 0.109
H 6.890 2.716 4.056 0.113
H -5.980 -6.632 1.819 0.138
H 6.409 3.279 -3.222 0.094
H -3.606 -3.626 2.173 0.136
H 7.628 -2.413 -8.528 0.071
H -0.343 -3.039 -6.714 0.098
H -4.909 7.295 -2.421 0.111
H 4.064 -1.460 -5.405 0.085
H 4.383 2.338 -1.855 0.085
H 9.265 -1.845 -8.003 0.105
H -2.309 -2.968 4.906 0.112
H -0.538 6.962 -0.390 0.115
H 3.903 4.836 0.642 0.108
H -2.346 0.281 8.003 0.104
H 5.892 1.694 -1.159 0.074
H -1.382 3.179 8.083 0.065
H 1.940 -3.071 -7.350 0.110
H -6.385 5.560 -1.182 0.107
H 6.137 4.441 -0.510 0.098
H -4.182 -7.136 5.641 0.123
H -4.552 6.529 0.213 0.139
H 5.631 1.003 1.795 0.055
H 0.147 -5.966 -8.976 0.134
H 9.334 -0.051 -5.763 0.141
H -6.916 6.097 5.768 0.105
H -6.631 -4.790 3.486 0.121
H -2.881 7.706 -0.953 0.133
H 2.666 3.907 -0.182 0.080
H 3.544 0.253 0.041 0.072
H -9.518 1.382 8.550 0.103
H -7.761 -1.075 3.169 0.107
H -4.787 1.074 5.940 0.066
H -3.572 3.886 -2.613 0.126
H 8.491 0.741 -6.941 0.118
H -9.656 -0.640 11.698 0.069
H 4.855 4.550 -1.638 0.086
H 1.000 -7.254 -6.823 0.111
H -3.801 4.879 0.362 0.099
H 0.078 6.267 3.198 0.062
H -2.279 4.881 -3.047 0.135
H 4.581 2.096 2.687 0.085
H -5.958 3.591 1.117 0.033
H -3.061 -1.877 3.912 0.080
H -2.407 1.156 6.567 0.100
H -6.864 5.111 1.226 0.074
H -5.662 -5.149 5.496 0.127
H 5.692 1.853 -4.997 0.122
H -0.461 -3.197 3.262 0.082
H -5.766 6.593 6.927 0.107
H 1.622 -5.042 -10.866 0.118
H -10.136 1.508 11.017 0.111
H 2.470 -4.021 -5.983 0.120
H -4.069 -4.488 5.935 0.125
H -4.384 1.825 8.825 0.098
H -6.485 -2.965 4.562 0.077
H -7.818 5.812 8.700 0.069
H -4.034 2.875 7.489 0.083
H -0.181 4.959 -1.814 0.099
H 6.770 4.862 -2.863 0.113
H -7.454 3.369 5.527 0.099
H 7.109 -2.004 -4.698 0.082
H -10.223 -0.015 4.606 0.063
H -9.757 0.358 2.983 0.077
H 6.634 1.995 -6.536 0.133
H 6.223 4.073 2.144 0.107
H 1.678 5.935 1.378 0.089
H 0.929 -1.215 -5.891 0.065
H -5.160 0.022 7.322 0.099
H -0.423 -1.470 -4.752 0.080
H -1.028 2.014 9.329 0.068
H -10.202 -1.220 3.403 0.076
H -7.397 3.815 0.242 0.079
H 1.918 1.778 -1.739 0.073
H -6.310 -0.214 4.987 0.080
H 3.728 -5.015 -9.850 0.110
H 8.315 4.222 -0.922 0.072
H -4.540 -7.956 3.296 0.122
H 8.714 1.318 3.914 0.080